(1)
The following is a quantum chemistry calculation of a cluster of 21 separate species, C6H46Br2F7O22PS in total, from OMol25.

Last column: Löwdin charge in e.
Positions of all 85 atoms, in Å:
C -1.9234 5.0275 -0.2354  -0.176
C -2.3614 3.8000 -1.0116  -0.790
Br -1.7085 3.8702 -2.8681  0.790
C -1.7588 2.4567 -0.5151  -0.962
Br -1.5819 2.4178 1.4320  0.727
P -2.9830 1.1694 -1.0150  0.929
S -1.9925 -0.5868 -1.7268  0.540
O -1.5613 -0.3584 -3.0831  -0.329
O -2.9429 -1.6577 -1.5070  -0.342
C -0.5208 -1.1952 -0.7533  -0.481
F -0.3361 -2.4672 -1.1274  0.118
F -0.9193 -1.1903 0.5432  0.088
C 0.8357 -0.4309 -0.7983  -0.351
F 0.7827 0.6245 0.0328  0.123
F 1.7665 -1.2960 -0.3197  0.153
C 1.3513 0.0533 -2.1792  -0.569
F 2.6566 0.3684 -2.0273  0.148
F 1.2440 -0.8957 -3.0725  0.221
F 0.7239 1.1510 -2.5690  0.175
H -2.6360 5.2237 0.5679  0.083
H -1.8968 5.8907 -0.9047  0.068
H -0.9157 4.9030 0.1653  0.034
H -3.4453 3.7241 -1.1187  0.065
H -0.7886 2.3486 -0.9911  0.009
H -3.4980 0.7218 0.2015  -0.083
O 0.5445 5.3487 1.7737  -0.070
H 1.0970 4.6154 2.0644  0.045
H 1.1000 6.1318 1.8616  0.058
O -2.3027 -4.7578 -1.3136  -0.046
H -2.3166 -5.0846 -0.4069  0.044
H -2.4492 -3.8049 -1.2372  0.002
O -0.2119 -4.3228 1.5862  -0.038
H -0.1414 -3.5776 2.1935  0.046
H -0.1364 -3.9235 0.7119  0.020
O -3.0166 1.7255 -4.9332  -0.113
H -2.5031 1.6873 -5.7459  0.037
H -2.6040 1.0667 -4.3592  -0.023
O 0.3925 6.5633 -2.4696  -0.085
H 1.1436 5.9699 -2.3705  0.029
H 0.2645 6.6275 -3.4211  0.031
O 4.9704 1.7921 -3.4435  -0.046
H 5.5848 1.7884 -2.6988  0.042
H 4.1696 1.3927 -3.0851  0.005
O 0.1047 -5.8493 -2.8827  -0.068
H -0.3701 -5.3047 -2.2429  -0.012
H -0.4341 -6.6426 -2.9517  0.031
O -1.2927 7.2619 2.9692  -0.066
H -0.9415 6.3633 2.9109  0.001
H -0.7583 7.6950 3.6411  0.030
O 3.2672 0.0097 -5.0788  -0.048
H 3.8668 -0.6956 -4.8163  0.045
H 3.7639 0.8192 -4.9236  0.006
O -5.4958 1.9396 0.4673  -0.110
H -6.2822 2.2275 -0.0136  0.017
H -5.7098 1.0499 0.7705  0.020
O -4.2159 -0.5211 2.0448  -0.057
H -3.7714 -0.5195 2.8982  0.048
H -4.3375 -1.4515 1.8272  0.050
O -8.2000 2.1041 1.2461  -0.057
H -7.5599 2.1553 1.9643  0.036
H -9.0197 1.8117 1.6558  0.042
O 2.0921 -5.2260 3.4413  -0.055
H 2.3416 -4.4965 4.0238  0.000
H 1.5222 -4.8437 2.7640  -0.001
O 4.0405 -6.9109 5.3367  -0.065
H 3.3211 -6.4508 4.8912  0.004
H 4.1350 -7.7132 4.8065  0.013
O 4.9938 2.7874 -0.6926  -0.044
H 5.0162 2.9096 0.2615  0.048
H 4.0889 2.5292 -0.8958  0.031
O 5.6003 -8.5025 7.4539  -0.067
H 4.8887 -8.0360 6.9938  -0.003
H 5.7118 -9.3200 6.9608  0.026
O -5.9461 2.4736 -2.4369  -0.064
H -6.6507 2.9002 -2.9351  0.044
H -5.8193 1.6257 -2.8753  0.038
O 3.4794 -3.1334 5.0695  -0.042
H 3.9344 -3.3295 5.8950  0.056
H 4.0278 -2.4749 4.6334  0.049
O 5.1475 5.1076 -3.2848  -0.064
H 5.5920 5.0959 -2.4316  0.022
H 5.0677 4.1743 -3.5171  0.000
O 4.0839 -8.0697 2.7205  -0.046
H 3.3635 -7.5846 2.3020  0.043
H 4.1787 -8.8756 2.2036  0.046

Results
- gap between HOMO and LUMO (eV) = 9.18
- total charge = 0
- spin multiplicity = 1
- HOMO (eV) = -9.79

(2)
The following is a quantum chemistry calculation of a cluster of 2 separate species, C6H4BrClF2S in total, from OMol25.

Last column: natural (NBO) charge in e.
Positions of all 15 atoms, in Å:
C -0.6837 -2.2486 -1.5190  -0.270
C -1.5690 -1.2687 -1.8471  -0.403
C 0.2967 -1.6823 -0.6070  -0.217
C 0.0658 -0.3944 -0.3271  -0.252
C 1.2456 1.2157 0.9336  -0.196
C 0.0476 1.9014 1.5957  0.501
F -0.4100 3.0298 1.0668  -0.317
F 0.4844 2.2872 2.8451  -0.352
S -1.1713 0.2810 -1.1706  0.458
Cl 2.2208 2.1610 -0.1205  0.061
Br 1.6815 -2.7540 0.1048  0.072
H -0.8515 -3.2609 -1.8314  0.245
H -2.4928 -1.1792 -2.4635  0.245
H 2.0201 0.7083 1.5687  0.261
H -0.8842 1.2037 1.7715  0.164

Results
- gap between HOMO and LUMO (eV) = 8.17
- total charge = 0
- spin multiplicity = 1
- HOMO (eV) = -9.03

(3)
The following is a quantum chemistry calculation of an isolated molecule of C6H4Cl2NO2P, from OMol25.

Last column: natural (NBO) charge in e.
Positions of all 16 atoms, in Å:
C -2.3313 1.1580 -0.2265  -0.163
C -1.0137 1.5479 -0.3746  -0.307
C -2.5834 -0.2192 0.0285  -0.224
C -0.0604 0.5930 -0.1657  0.192
C -1.5680 -1.1837 0.1144  -0.045
C -0.2479 -0.7302 0.0300  -0.143
N 3.1272 0.4945 0.4674  0.334
O 2.9619 0.0069 1.5173  -0.396
O 3.2280 1.6520 0.2644  -0.389
P 3.1421 -0.6739 -0.9420  0.445
Cl -2.0371 -2.8496 0.3239  0.040
Cl 1.1342 -1.8825 0.1107  0.067
H -3.0839 1.8602 -0.2974  0.222
H -0.8238 2.5592 -0.4732  0.237
H -3.4959 -0.6858 -0.1159  0.227
H 3.6520 -1.6466 -0.2615  -0.096

Results
- gap between HOMO and LUMO (spin up / spin down) (eV) = 8.78 / 6.51
- total charge = 0
- spin multiplicity = 1
- HOMO (spin up / spin down) (eV) = -9.96 / -8.08

(4)
The following is a quantum chemistry calculation of a cluster of 2 separate species, C6H4Cl3NO3S in total, from OMol25.

Last column: natural (NBO) charge in e.
Positions of all 18 atoms, in Å:
C -0.5478 1.1993 -0.5450  -0.174
C -0.2882 -0.8794 0.6665  -0.197
C 0.7781 1.2379 -0.7964  -0.222
C 1.1188 -0.8066 0.4751  -0.223
C -1.0974 0.0759 0.1364  -0.271
C 1.5940 0.2776 -0.2133  -0.025
N -2.5181 -2.7078 -0.8409  -0.243
O -3.7211 1.0544 0.1612  -0.893
O -3.2924 -0.9443 1.4549  -0.938
O -3.2205 -0.9692 -0.9838  -0.696
S -2.9569 -0.1306 0.3315  2.353
Cl 3.2719 0.2848 -0.6155  0.013
Cl -3.8376 -3.4340 -0.1875  0.303
Cl -2.3191 -3.0647 -2.4638  0.263
H -1.1242 1.9222 -1.0546  0.236
H -0.8034 -1.5391 1.2619  0.240
H 1.1575 1.9618 -1.3784  0.225
H 1.7936 -1.6214 0.9633  0.247

Results
- gap between HOMO and LUMO (spin up / spin down) (eV) = 7.49 / 7.49
- total charge = 0
- spin multiplicity = 1
- HOMO (spin up / spin down) (eV) = -9.75 / -9.75

(5)
The following is a quantum chemistry calculation of an isolated molecule of C6H4Cl4F2N2, from OMol25.

Last column: natural (NBO) charge in e.
Positions of all 18 atoms, in Å:
H -1.3651 2.0516 -2.8667  0.379
N -0.4939 1.3584 -2.9013  -0.627
C 0.2940 1.5504 -1.9940  0.624
F 0.1069 2.4095 -0.9784  -0.335
C 1.5263 0.6282 -1.6632  -0.365
Cl 1.9789 -0.2844 -3.0700  0.038
C 0.9597 -0.1702 -0.5137  0.678
F -0.0486 -1.1244 -0.8078  -0.326
N 1.3963 0.1009 0.6407  -0.464
C 0.9117 -0.3177 1.8177  0.078
C -0.3946 -0.4314 2.0949  -0.393
C 1.9955 -0.7692 2.8196  -0.120
Cl 2.3405 -2.4727 2.4488  0.034
Cl 3.4380 0.1993 2.4867  0.043
Cl 1.5571 -0.5818 4.5355  0.041
H 2.3634 1.2273 -1.4481  0.268
H -1.1603 0.1555 1.4761  0.222
H -0.6192 -0.3671 3.2107  0.225

Results
- gap between HOMO and LUMO (eV) = 9.53
- total charge = 0
- spin multiplicity = 1
- HOMO (eV) = -9.90

(6)
The following is a quantum chemistry calculation of an isolated molecule of C6H4F2, from OMol25.

Last column: natural (NBO) charge in e.
Positions of all 12 atoms, in Å:
F 1.7482 -0.6733 1.8917  -0.297
C 0.8789 -0.3982 1.0102  0.381
C 0.2192 0.9088 1.0311  -0.266
C -0.6188 1.3388 -0.0136  -0.265
C -0.8417 0.2910 -0.9314  0.372
F -1.8845 0.6314 -1.7244  -0.336
C -0.1155 -0.8693 -1.1011  -0.285
C 0.7383 -1.3031 -0.0995  -0.263
H 0.2612 1.5020 2.1496  0.234
H -1.2655 2.2813 -0.1748  0.258
H -0.4527 -1.5589 -1.9408  0.239
H 1.3330 -2.1505 -0.0968  0.228

Results
- gap between HOMO and LUMO (eV) = 9.69
- total charge = 0
- spin multiplicity = 1
- HOMO (eV) = -8.79

(7)
The following is a quantum chemistry calculation of a structure of composition C6H4F2O2, from OMol25.

Last column: natural (NBO) charge in e.
Positions of all 14 atoms, in Å:
C 2.2379 -0.2288 0.3620  -0.318
C 1.0739 -0.9910 0.0917  -0.223
C 1.8103 1.0344 0.6295  0.120
C 0.0295 -0.1244 0.2180  0.122
C -2.1110 0.5024 -1.0450  0.375
C -1.4393 -0.2011 0.1199  0.641
O -2.9214 1.3677 -0.9208  -0.448
O 0.4777 1.1138 0.5438  -0.380
F -2.0689 -0.0769 1.2689  -0.262
F -1.9281 -1.8245 -0.3490  -0.473
H 3.2497 -0.5771 0.3615  0.238
H 1.0230 -2.0320 -0.1512  0.250
H 2.3335 1.9346 0.8857  0.213
H -1.7668 0.1029 -2.0151  0.143

Results
- gap between HOMO and LUMO (eV) = 9.33
- total charge = 0
- spin multiplicity = 1
- HOMO (eV) = -9.77

(8)
The following is a quantum chemistry calculation of an isolated molecule of C6H4N2, from OMol25.

Last column: natural (NBO) charge in e.
Positions of all 12 atoms, in Å:
C -1.9742 0.9268 1.1996  -0.193
C -0.9780 0.7777 0.3830  -0.057
C 0.1511 0.0317 -0.3199  -0.288
C 0.9737 -0.6649 0.6812  -0.619
C 0.9359 1.1324 -1.1469  0.276
N 1.3850 1.8457 -1.9951  -0.260
C -0.7089 -0.6422 -1.2207  0.273
N -0.9646 -1.5210 -2.0742  -0.217
H -2.8752 0.7157 2.0288  0.305
H 1.6273 -1.2672 0.0023  0.239
H 0.4835 -1.3751 1.4865  0.276
H 1.9444 0.0406 0.9754  0.266

Results
- gap between HOMO and LUMO (eV) = 10.59
- total charge = 0
- spin multiplicity = 1
- HOMO (eV) = -10.60